Computed, not measured: a 2-piece molecular cluster, C5H11N3O2 overall, with ωB97M-V/def2-TZVPD.

Geometry as XYZ:
```
21
Properties=species:S:1:pos:R:3:forces:R:3
H 1.825809 -0.749899 1.781473 -0.14 -0.08 -0.11
H 0.643012 0.508109 2.094392 0.08 -0.02 0.13
H -1.753140 -1.789579 0.201203 -0.56 -0.22 -0.17
O -1.856231 0.844216 -1.011273 -0.19 -0.52 1.92
H 0.244923 -1.420963 -2.670566 0.29 -0.11 0.05
H 0.358528 0.331576 -2.605715 0.12 0.10 -0.15
H -1.795131 1.844709 1.310495 0.45 -0.25 -0.02
O 0.311441 -1.650049 -0.120100 -1.01 0.80 0.05
H 2.375950 0.900374 2.004151 -0.10 0.18 -0.21
N -1.820863 0.837398 1.266825 0.06 -0.46 -0.06
N -2.445736 -1.068238 0.060982 -0.31 -1.21 0.95
C 1.577982 0.291544 1.577833 -0.23 -0.35 0.22
H 2.891393 1.736064 -0.103830 -0.57 0.22 0.41
N 2.072983 1.343684 -0.573496 -0.18 -0.68 -0.78
C 0.480012 -0.607734 -0.722495 4.18 0.10 1.09
C 1.382133 0.538532 0.112650 -0.33 -0.69 -0.60
H -3.415869 -1.202712 -0.191571 0.64 -0.36 -0.12
H 1.838273 -0.570402 -2.356517 -0.02 -0.22 0.11
C -1.998584 0.222041 0.063406 -0.16 2.67 -2.46
C 0.764104 -0.590595 -2.193122 -1.61 0.76 -0.32
H -1.680988 0.251927 2.075276 -0.43 0.34 0.04
```
Forces are in eV/Å.

The value obtained for the relative energy (zero: lowest compared OMol25 entry of this formula, charge and spin) is 46.0 kcal/mol. Its LUMO energy is 0.58 eV. The SMILES is [H]/N=C(\C)C(C)=O.NC(N)=O. For the frontier orbital gap, the calculation gives 0.359 Ha. The value obtained for the energy is -13927.682 eV. The spin multiplicity is 1.

Computed, not measured: C5H11N3O2 as an isolated structure, with ωB97M-V/def2-TZVPD.

Geometry as XYZ:
```
21
Properties=species:S:1:pos:R:3:forces:R:3
O -2.099730 -1.620620 1.178449 3.78 1.68 1.17
H -1.829885 -0.976373 -1.613819 0.13 0.35 -0.09
H -0.466087 1.080557 1.834130 -0.17 0.29 -0.29
H 1.570215 2.088548 1.875854 0.14 -0.16 -0.03
H 1.384253 0.006134 -2.599682 0.02 -0.26 -0.06
N 1.766965 0.648973 0.315104 -0.51 0.23 -0.60
C -1.980255 0.239192 0.147061 0.14 3.82 0.87
H -1.007263 -1.080984 1.619323 -3.64 -1.21 -1.99
H 2.040444 0.455574 2.417617 0.01 0.15 -0.19
H 0.301413 -1.416047 -2.677037 0.17 0.11 0.16
H -1.755654 -2.196892 0.480993 0.01 -0.21 0.23
H -1.593597 0.790788 -1.891225 -0.30 -0.13 0.23
N -0.506601 0.441008 1.051767 -2.45 -0.77 -0.54
C -1.377693 -0.052240 -1.219271 0.18 -1.08 0.25
H 3.209750 1.485886 1.568643 -0.32 -0.09 0.00
C 0.903945 -0.787178 -2.010828 0.24 0.35 -0.24
N 0.040833 -0.216280 -1.008327 -0.23 -0.24 -0.01
H 1.695946 -1.388007 -1.542808 -0.27 0.20 -0.08
C 0.526874 0.411122 0.115210 0.76 -0.94 0.90
C 2.152789 1.191581 1.601168 0.04 0.00 0.24
O -2.976667 0.895266 0.357685 2.25 -2.10 0.10
```
Forces are in eV/Å.

The value obtained for the relative energy (zero: lowest compared OMol25 entry of this formula, charge and spin) is 82.9 kcal/mol. Its LUMO energy is 0.44 eV. For the frontier orbital gap, the calculation gives 0.337 Ha. The value obtained for the energy is -13926.081 eV. The spin multiplicity is 1.

Computed, not measured: one molecule with the formula C5H11N3OS, with ωB97M-V/def2-TZVPD.

Geometry as XYZ:
```
21
Properties=species:S:1:pos:R:3:forces:R:3
H 4.745237 0.063053 -1.421405 0.18 -0.35 -1.84
H -0.421834 1.177853 2.052587 -0.18 -0.59 0.36
H -1.857976 0.254387 1.582443 -1.93 0.50 0.43
C -1.386155 1.381573 -0.621072 4.52 0.13 -2.76
N 3.260903 1.231162 -0.240376 1.80 0.01 -0.20
S 4.332010 -0.049674 -0.205245 -3.24 -3.07 2.63
C 0.904608 0.713478 -0.072941 2.97 0.43 -0.36
H -2.308865 1.069633 -0.880168 -3.12 -1.31 -0.38
C -0.695599 -1.046057 -0.543574 -1.10 -2.71 -0.19
H -0.245242 -1.917922 0.040165 -0.47 1.54 0.02
H -0.607808 -0.717009 2.062004 0.82 1.09 -0.45
H -1.387318 2.217783 -0.031908 -0.35 2.40 1.31
C -0.506175 0.364768 0.058270 0.47 -2.24 0.75
O 5.456700 0.227587 0.580931 2.45 1.56 1.35
C -0.812567 0.269981 1.574899 0.45 -0.40 -0.33
H -1.856489 -1.298286 -0.550343 2.39 0.61 -0.35
N 2.055695 0.910138 -0.127280 -3.89 -0.70 0.12
H -0.184368 -1.295324 -1.515478 -0.99 1.04 0.44
N 3.600986 -1.374213 0.143901 -0.41 1.93 -2.07
H -0.860824 1.650879 -1.619492 -0.95 -0.22 1.49
H 3.943202 -1.921875 0.916373 0.59 0.33 0.02
```
Forces are in eV/Å.

The value obtained for the relative energy (zero: lowest compared OMol25 entry of this formula, charge and spin) is 114.5 kcal/mol. Its LUMO energy is 0.52 eV. For the frontier orbital gap, the calculation gives 0.352 Ha. The value obtained for the energy is -22710.797 eV. The spin multiplicity is 1.

Computed, not measured: a 2-piece molecular cluster, C5H11N3S overall, with ωB97M-V/def2-TZVPD.

Geometry as XYZ:
```
20
Properties=species:S:1:pos:R:3:forces:R:3
H -5.339857 0.161810 -0.153447 -1.55 1.11 -1.19
H 0.338046 -0.368983 -0.462432 -0.58 -0.97 -0.69
N -3.504408 0.103081 0.580008 0.64 -0.01 0.49
C -2.392384 -0.192824 0.048750 -0.93 -1.68 -1.57
H -2.368271 -1.018073 -0.825079 0.38 1.54 1.78
N 3.592588 -0.942015 0.721609 1.00 -2.39 -0.60
H -4.474970 -1.361622 -0.454906 -0.19 -1.48 -1.52
C 3.938664 -1.277453 -0.462299 -0.22 -0.45 -0.75
H -5.207778 -0.983040 1.097708 -0.02 -0.20 0.25
H 1.841622 1.514231 -0.506683 2.18 0.09 -0.08
C -1.154601 0.542711 0.470172 -1.95 -1.11 -0.91
H 3.755840 -0.562306 -1.243760 0.09 0.18 -0.77
H 3.723862 1.030984 -0.729963 -0.41 1.56 -0.43
H 3.115790 2.517113 0.280372 0.69 0.87 -0.23
H -1.405484 1.337283 1.121794 -0.12 0.97 0.82
H 4.346239 -2.273307 -0.939029 -0.74 1.62 2.09
C -4.736907 -0.599945 0.203458 2.17 0.70 1.93
N 0.018572 0.366674 0.125952 1.82 1.07 0.53
C 2.947414 1.559895 -0.150563 -2.30 -1.89 0.33
S 2.966025 0.445784 1.278346 0.01 0.45 0.54
```
Forces are in eV/Å.

The value obtained for the relative energy (zero: lowest compared OMol25 entry of this formula, charge and spin) is 75.8 kcal/mol. Its LUMO energy is 0.52 eV. The SMILES is [H]/N=C\C=N\C.C=NSC. For the frontier orbital gap, the calculation gives 0.320 Ha. The value obtained for the energy is -20665.136 eV. The spin multiplicity is 1.

Computed, not measured: an isolated ion of composition C5H11N3S2 and charge +2, with ωB97M-V/def2-TZVPD.

Geometry as XYZ:
```
21
Properties=species:S:1:pos:R:3:forces:R:3
C 4.039184 0.828512 0.247603 -1.38 1.34 0.61
H 3.673406 1.508505 1.088289 0.28 -0.77 -1.38
N 4.203049 -0.541909 0.786965 -1.45 0.64 -0.12
C -0.839063 0.229910 -0.180820 -3.27 0.85 0.02
H -0.632533 2.228129 -0.540681 0.93 -0.97 -0.24
C 3.170010 -0.249477 -0.235590 0.89 1.92 1.32
H -2.667554 1.393409 -0.366660 -0.38 0.69 -0.40
H 4.957255 -1.054537 0.463925 2.09 -1.54 -0.41
H 3.936808 -0.622852 1.747210 -0.01 -0.54 0.77
N -0.151400 1.321392 -0.404148 2.60 1.85 -0.73
H 0.838482 1.115523 -0.709702 -1.50 1.25 0.40
H -4.926379 -1.717753 -0.136576 0.83 -0.68 0.01
H -4.926951 -0.444558 -1.033829 0.09 0.85 0.95
S 1.984409 -0.928618 -1.076670 -1.32 -0.95 -0.49
S -0.039997 -1.136937 0.373790 1.12 -1.05 -0.19
N -4.498769 -0.789231 -0.148987 -1.98 -0.19 -1.10
C -2.294220 0.403721 -0.285449 0.49 -3.90 1.14
H -2.733439 -1.674025 0.128730 1.30 -1.34 0.24
C -3.081712 -0.722085 -0.092864 1.72 1.65 -0.79
H -4.824904 -0.441808 0.731739 -1.21 1.31 0.35
H 4.814312 1.294691 -0.356278 0.15 -0.43 0.04
```
Forces are in eV/Å.

Its LUMO energy (spin up / spin down) is -7.74 / -9.63 eV. As for the net charge: +2. For the frontier orbital gap (spin up / spin down), the calculation gives 0.192 / 0.245 Ha. The value obtained for the energy is -31482.377 eV. The spin multiplicity is 3. Its expectation value of S² is 2.05.

Computed, not measured: C5H11N4 as an isolated structure, with ωB97M-V/def2-TZVPD.

Geometry as XYZ:
```
20
Properties=species:S:1:pos:R:3:forces:R:3
C -2.590130 -1.210911 0.745657 -2.89 2.32 -0.67
N 2.441665 1.407292 0.011022 -1.07 -1.26 -0.70
N 1.299442 1.537589 1.947436 0.75 1.33 1.35
H -2.705551 -2.963876 -1.096819 0.46 -0.29 -0.39
H 1.420632 0.523408 -0.204374 0.90 -0.46 0.43
H 3.023904 2.795259 1.454937 -0.47 -0.40 0.76
C 3.221557 1.909032 -0.858806 -2.07 -0.04 0.72
N 0.579594 -0.466656 -0.163385 0.70 0.96 -0.44
H 3.628057 2.845471 -0.588640 1.44 0.81 -0.09
H -1.293056 -2.428425 -2.119900 1.62 -1.07 -0.07
C -0.500546 -0.838826 -0.327747 -1.20 -0.55 0.32
C 2.297160 1.969013 1.313410 -0.07 0.28 -1.18
H 3.139976 1.558123 -1.866240 0.51 -0.26 -0.43
H -2.098442 -1.351304 1.644766 1.12 -0.13 1.76
C -2.098323 -2.155025 -1.507135 -1.87 0.07 -0.76
N -1.708894 -1.342887 -0.382857 1.29 0.94 -0.39
H -3.244283 -0.233442 0.803782 1.70 -1.46 -0.39
H 1.234991 2.082179 2.835026 -0.17 -0.67 -0.57
H -3.355447 -1.953045 0.666146 -0.25 -0.77 -0.11
H -2.692306 -1.682968 -2.306278 -0.44 0.64 0.86
```
Forces are in eV/Å.

The value obtained for the relative energy (zero: lowest compared OMol25 entry of this formula, charge and spin) is 73.7 kcal/mol. Its LUMO energy is -4.08 eV. As for the net charge: +1. For the frontier orbital gap, the calculation gives 0.344 Ha. The value obtained for the energy is -11314.652 eV. The spin multiplicity is 1.

Computed, not measured: an isolated ion of composition C5H11N4 and charge +1, with ωB97M-V/def2-TZVPD.

Geometry as XYZ:
```
20
Properties=species:S:1:pos:R:3:forces:R:3
H -0.730528 1.667640 1.635259 0.36 -0.12 -0.17
C -1.404693 0.509056 -0.114018 1.91 3.99 0.68
H 2.338561 -0.375664 0.396793 -0.60 0.04 0.32
H -0.448400 2.543487 0.000312 -0.81 -1.56 1.39
N 0.551185 -0.990203 -1.600034 -0.92 1.15 1.31
C 0.330187 -1.091822 -0.093395 0.29 -0.32 2.73
N -1.699267 -1.320581 1.429136 0.40 -0.57 -0.14
N -2.021426 0.777830 -1.158434 -1.05 -1.39 -1.32
C 1.287608 -0.126273 0.687147 1.39 -0.30 0.26
H -0.297017 -0.646621 -2.108775 0.42 -0.51 0.33
N 1.038510 1.237919 0.362994 -1.44 0.35 -0.14
H 0.705334 -2.068733 0.278941 -0.75 0.16 -0.72
H -1.941247 1.705029 -1.547900 0.15 0.49 0.41
H 0.932055 -1.848411 -1.929246 -0.13 -1.08 -0.71
C -0.404854 1.536881 0.589647 -0.61 2.40 -2.17
H -1.107702 -2.131209 1.597880 -0.39 -0.54 0.80
H 1.220471 -0.179068 1.800638 -0.28 -1.27 -0.70
H 1.276971 -0.302312 -1.732323 0.36 0.78 -0.22
H 1.508810 1.853727 1.030041 0.34 -0.24 -0.53
C -1.134559 -0.750674 0.475341 1.35 -1.46 -1.41
```
Forces are in eV/Å.

The value obtained for the relative energy (zero: lowest compared OMol25 entry of this formula, charge and spin) is 70.2 kcal/mol. Its LUMO energy is -3.58 eV. As for the net charge: +1. The SMILES is [H]/N=C1\CNC[C@H]([NH3+])\C1=N/[H]. For the frontier orbital gap, the calculation gives 0.369 Ha. The value obtained for the energy is -11314.804 eV. The spin multiplicity is 1.

Computed, not measured: an isolated ion of composition C5H11N4O3S and charge +1, with ωB97M-V/def2-TZVPD.

Geometry as XYZ:
```
24
Properties=species:S:1:pos:R:3:forces:R:3
O 2.075110 -1.952412 0.373488 0.14 0.20 -0.30
C 1.313694 -1.964518 -0.784003 -0.25 -0.59 0.11
H 0.406634 1.941244 0.511818 -0.13 -0.17 -0.06
N -2.177213 -1.074921 -0.306449 -0.64 0.01 -0.17
H -3.078546 0.798808 1.283988 -0.05 0.34 0.14
H 1.018201 2.304430 2.111936 0.11 -0.05 0.22
N -2.071944 0.721346 1.254874 -0.16 -0.19 -0.81
H 2.869212 -0.309280 1.337033 -0.16 0.03 0.18
H -3.169294 -1.177115 -0.446869 -0.03 -0.19 -0.16
H 1.250646 -2.997965 -1.122715 -0.23 -0.13 -0.14
N -1.232640 -1.847687 -0.920222 0.40 0.02 0.11
O -2.136790 2.842644 2.550577 -0.60 0.08 -0.75
C 0.180315 2.445848 1.442907 0.18 -0.39 -0.42
H 0.012161 3.496208 1.261479 -0.29 0.22 0.07
H 4.027524 -1.402834 0.604725 0.21 -0.07 -0.08
C 3.063968 -0.928720 0.467820 0.09 0.11 0.37
C -1.521173 -0.220005 0.481006 1.02 0.10 0.53
C -0.059643 -1.425944 -0.457403 0.84 0.09 0.05
H 3.092198 -0.275043 -0.400243 -0.06 -0.08 -0.25
H -1.417371 -2.582791 -1.582840 -0.36 -0.04 0.00
S -1.222254 1.783805 2.302229 0.08 0.97 1.76
H 1.736013 -1.391475 -1.609171 0.07 0.22 -0.04
N -0.192983 -0.435944 0.401167 -0.74 0.24 0.04
O -0.816528 1.025756 3.431224 0.55 -0.72 -0.40
```
Forces are in eV/Å.

The value obtained for the relative energy (zero: lowest compared OMol25 entry of this formula, charge and spin) is 34.3 kcal/mol. Its LUMO energy is -3.45 eV. As for the net charge: +1. The SMILES is COCc1nc(NS(C)(=O)=O)[nH][nH+]1. For the frontier orbital gap, the calculation gives 0.381 Ha. The value obtained for the energy is -28293.128 eV. The spin multiplicity is 1.